{"formula": "C42H54GeNNiO2Si3", "method": "wB97M-V/def2-TZVPD", "multiplicity": 2, "orbital_gap_ha": [0.229, 0.290], "e_homo_ev": [-7.898, -7.931], "s2": 1.17, "elements": ["Ni", "O", "C", "C", "C", "C", "C", "C", "C", "C", "C", "O", "C", "C", "C", "C", "C", "C", "C", "C", "C", "C", "C", "C", "N", "C", "C", "C", "C", "C", "C", "C", "C", "C", "C", "C", "C", "H", "H", "H", "H", "H", "H", "H", "H", "H", "H", "H", "H", "H", "H", "H", "H", "H", "H", "H", "H", "H", "H", "H", "H", "H", "H", "H", "C", "Si", "C", "C", "Ge", "Si", "C", "C", "C", "Si", "C", "C", "C", "H", "H", "H", "H", "H", "H", "H", "H", "H", "H", "H", "H", "H", "H", "H", "H", "H", "H", "H", "H", "H", "H", "H", "H", "H", "H", "H"], "xyz": [[0.59040, -0.40797, -0.06590], [-0.12579, 0.84686, -1.20419], [-1.43955, 1.28810, -1.22909], [-2.34797, 0.17449, -0.62793], [-1.98929, -1.20565, -1.09951], [-2.79231, -1.91672, -1.97231], [-2.46845, -3.23378, -2.25847], [-1.34124, -3.79552, -1.68842], [-0.53048, -3.01700, -0.87296], [0.77832, -3.51602, -0.32894], [2.02405, -2.74380, -0.88603], [2.07884, -1.48374, -0.28496], [1.91922, -2.58692, -2.41064], [2.20025, -1.35723, -2.99554], [2.09618, -1.18160, -4.37149], [1.70612, -2.23451, -5.18599], [1.41499, -3.46622, -4.61198], [1.51845, -3.63601, -3.23855], [3.27060, -3.55927, -0.46475], [3.80237, -3.29284, 0.79665], [4.91175, -3.97923, 1.27154], [5.52104, -4.95070, 0.48908], [5.00382, -5.22619, -0.76792], [3.89030, -4.53716, -1.24091], [-0.87506, -1.75591, -0.58181], [-1.54039, 2.68490, -0.43649], [-2.86135, 3.39164, -0.60289], [-3.10378, 4.70089, -0.46386], [-2.20392, 5.80638, -0.09218], [-0.88066, 5.83548, 0.08178], [0.11018, 4.74036, -0.18705], [-1.80208, 1.49791, -2.71353], [-0.76719, 1.60557, -3.64209], [-1.02850, 1.76205, -4.99844], [-2.33721, 1.80404, -5.45953], [-3.37790, 1.69543, -4.54791], [-3.11222, 1.54484, -3.19161], [-3.40139, 0.35465, -0.82977], [-2.21636, 0.16237, 0.45144], [-3.66415, -1.44151, -2.40526], [-3.09578, -3.82001, -2.92089], [-1.07103, -4.82486, -1.88526], [0.87019, -4.58764, -0.50578], [0.81059, -3.34075, 0.74819], [2.49583, -0.53467, -2.35941], [2.31928, -0.21380, -4.80845], [1.62075, -2.09873, -6.25743], [1.10387, -4.29636, -5.23517], [1.27047, -4.60199, -2.81232], [3.34295, -2.52119, 1.39979], [5.30585, -3.74492, 2.25458], [6.39305, -5.48103, 0.85119], [5.46982, -5.97680, -1.39654], [3.52974, -4.76498, -2.23596], [-3.72609, 2.77650, -0.82727], [-4.13675, 5.00889, -0.60255], [-2.72801, 6.73663, 0.10777], [-0.45407, 6.77445, 0.42423], [0.55295, 4.38128, 0.74872], [0.25316, 1.54307, -3.28500], [-0.20277, 1.84475, -5.69668], [-2.54543, 1.90681, -6.51755], [-4.40520, 1.72195, -4.89081], [-3.95737, 1.46357, -2.52026], [-3.24362, 1.90296, 2.04428], [-1.48351, 2.33471, 1.46888], [-0.41359, 3.57760, -1.02317], [-1.09109, 3.75153, 2.63644], [0.02373, 0.51072, 1.99461], [-1.12525, -1.09185, 3.35159], [0.06167, -2.48407, 3.78009], [-1.68824, -0.27874, 4.93992], [-2.59289, -1.84859, 2.47829], [1.93214, 1.32814, 3.18406], [2.84245, 2.61548, 2.17849], [3.06029, -0.13413, 3.49476], [1.46583, 2.08233, 4.82808], [-3.70098, 2.81568, 2.44253], [-3.22652, 1.16486, 2.85249], [-3.89797, 1.52092, 1.26011], [-0.79372, 3.99555, -1.96067], [0.42527, 2.93380, -1.27606], [0.94164, 5.18969, -0.74051], [-1.69482, 4.62573, 2.38183], [-0.04157, 4.05385, 2.68209], [-1.39328, 3.40399, 3.63315], [0.65757, -2.24090, 4.66661], [0.75931, -2.68102, 2.95881], [-0.48886, -3.40873, 3.98547], [-0.82962, 0.03928, 5.54001], [-2.26506, -1.00089, 5.52959], [-2.31774, 0.59990, 4.76550], [-2.30041, -2.24733, 1.50152], [-3.40236, -1.12951, 2.31870], [-2.98767, -2.67748, 3.07571], [2.87145, 2.35405, 1.11576], [3.87443, 2.69795, 2.53399], [2.37212, 3.59955, 2.27087], [3.21004, -0.71090, 2.57556], [2.62708, -0.80537, 4.24453], [4.04086, 0.19500, 3.85656], [0.83305, 2.96734, 4.71173], [2.39100, 2.38491, 5.33203], [0.94321, 1.37331, 5.47701]]}